[1]
# C76H194N14O24

A cluster of 14 separate species, C76H194N14O24 in total in a non-equilibrium geometry (the ωB97M-V functional and the def2-TZVPD basis, OMol25).

Computed properties:
Orbital gap (eV): 8.663
Energy above the lowest of the compared OMol25 structures with the same formula, charge and spin (kcal per mole): 27.1

Structure (ORCA input):
```
! RIJCOSX wB97M-V def2-TZVPD def2/J DEFGRID3
* xyz 0 1
C 2.226 4.494 -2.602
C 2.832 5.909 -2.679
C 2.727 6.769 -1.424
O 3.275 8.045 -1.583
C 2.445 8.977 -2.314
N 4.213 5.822 -3.261
H 1.180 4.706 -2.378
H 2.798 3.825 -1.960
H 2.369 3.993 -3.559
H 2.212 6.480 -3.371
H 3.272 6.337 -0.585
H 1.680 6.855 -1.133
H 1.615 9.031 -1.610
H 2.165 8.624 -3.307
H 3.043 9.871 -2.494
H 4.655 6.729 -3.305
H 4.819 5.298 -2.646
C -7.183 -2.220 -3.407
C -5.803 -2.740 -3.795
C -4.664 -1.939 -3.201
O -4.678 -0.664 -3.817
C -3.502 0.070 -3.573
N -5.649 -4.171 -3.441
H -7.326 -2.506 -2.365
H -8.018 -2.664 -3.949
H -7.170 -1.148 -3.604
H -5.619 -2.726 -4.870
H -3.752 -2.458 -3.495
H -4.669 -1.816 -2.118
H -3.518 1.090 -3.957
H -2.729 -0.448 -4.142
H -3.149 0.032 -2.543
H -4.696 -4.441 -3.635
H -6.197 -4.728 -4.081
C -1.014 5.061 0.601
C -2.118 4.843 -0.487
C -1.715 5.240 -1.933
O -0.958 6.463 -2.068
C -1.708 7.579 -1.725
N -2.648 3.542 -0.451
H -1.207 4.393 1.440
H -0.953 6.071 1.007
H -0.011 4.827 0.242
H -2.979 5.485 -0.297
H -2.540 5.165 -2.642
H -1.091 4.427 -2.304
H -2.513 7.705 -2.449
H -1.136 8.507 -1.742
H -2.109 7.469 -0.717
H -2.833 3.199 0.481
H -3.575 3.511 -0.850
C -7.542 3.479 3.675
C -6.057 3.592 3.701
C -5.446 2.685 2.555
O -4.119 3.059 2.273
C -3.110 2.467 3.170
N -5.705 4.967 3.466
H -7.890 2.446 3.665
H -7.876 3.836 2.701
H -8.119 3.992 4.445
H -5.745 3.221 4.677
H -5.905 2.889 1.587
H -5.589 1.640 2.830
H -2.122 2.873 2.952
H -3.095 1.383 3.063
H -3.397 2.809 4.165
H -6.354 5.329 2.782
H -4.895 4.904 2.867
C 2.967 0.033 -12.482
O 1.775 -0.563 -11.968
C 0.565 0.197 -12.115
C 0.313 1.218 -11.023
N -0.251 0.748 -9.747
C -0.591 1.795 -8.792
C -0.600 1.339 -7.333
O -0.959 2.301 -6.426
C -0.673 1.903 -5.085
H 3.267 0.931 -11.942
H 2.895 0.308 -13.535
H 3.790 -0.675 -12.387
H -0.179 -0.599 -12.115
H 0.592 0.654 -13.104
H -0.327 1.998 -11.436
H 1.263 1.710 -10.815
H 0.391 0.141 -9.258
H -1.557 2.095 -9.198
H -0.041 2.728 -8.917
H 0.397 0.933 -7.161
H -1.203 0.439 -7.219
H 0.259 2.284 -4.667
H -0.561 0.821 -5.012
H -1.460 2.318 -4.455
C 3.263 3.647 -7.364
O 4.109 2.720 -6.696
C 5.011 3.209 -5.634
C 5.979 2.139 -5.216
N 7.039 2.432 -4.233
C 7.554 1.125 -3.684
C 8.565 1.301 -2.506
O 7.997 1.901 -1.340
C 8.748 1.768 -0.150
H 2.612 4.192 -6.681
H 2.575 3.338 -8.151
H 4.025 4.313 -7.769
H 4.492 3.663 -4.789
H 5.525 4.102 -5.988
H 6.438 1.716 -6.110
H 5.358 1.292 -4.922
H 6.589 2.783 -3.400
H 8.032 0.525 -4.459
H 6.707 0.524 -3.353
H 9.483 1.828 -2.768
H 9.121 0.405 -2.230
H 8.221 2.276 0.658
H 9.749 2.177 -0.287
H 8.993 0.752 0.160
C 9.407 -5.883 -1.653
O 9.020 -4.655 -2.096
C 7.682 -4.655 -2.587
C 7.309 -3.245 -3.095
N 7.242 -2.164 -2.060
C 6.072 -2.180 -1.211
C 5.951 -1.145 -0.067
O 6.987 -1.196 0.873
C 6.938 -0.245 1.939
H 9.442 -6.533 -2.527
H 8.918 -6.271 -0.759
H 10.448 -5.808 -1.338
H 7.047 -4.872 -1.728
H 7.512 -5.359 -3.401
H 6.443 -3.138 -3.748
H 8.225 -3.005 -3.634
H 8.111 -2.155 -1.546
H 5.982 -3.127 -0.679
H 5.189 -2.077 -1.842
H 4.997 -1.350 0.420
H 5.929 -0.157 -0.529
H 6.219 -0.547 2.700
H 6.573 0.694 1.522
H 7.938 -0.123 2.356
C -5.159 1.414 6.782
O -5.125 0.429 5.725
C -6.206 -0.483 5.758
C -6.145 -1.553 4.645
N -6.564 -0.934 3.391
C -6.595 -1.858 2.234
C -6.877 -1.151 0.951
O -5.764 -0.445 0.409
C -6.149 0.560 -0.491
H -5.010 0.921 7.742
H -6.040 2.045 6.901
H -4.336 2.121 6.677
H -7.132 0.081 5.644
H -6.249 -1.110 6.648
H -6.743 -2.425 4.910
H -5.096 -1.807 4.495
H -5.985 -0.146 3.140
H -7.466 -2.471 2.466
H -5.745 -2.539 2.172
H -7.800 -0.581 1.061
H -7.198 -1.887 0.214
H -6.699 1.429 -0.128
H -6.688 0.167 -1.352
H -5.260 1.006 -0.938
C -4.054 -8.745 -0.490
O -3.156 -8.353 -1.511
C -3.134 -6.937 -1.693
C -2.377 -6.483 -2.945
N -2.275 -5.011 -3.132
C -1.413 -4.403 -2.134
C -0.885 -3.017 -2.590
O 0.048 -3.061 -3.710
C 1.351 -3.632 -3.470
H -3.932 -8.193 0.442
H -4.036 -9.801 -0.217
H -5.064 -8.458 -0.783
H -2.676 -6.516 -0.798
H -4.143 -6.538 -1.796
H -2.768 -7.004 -3.819
H -1.412 -6.980 -2.847
H -1.935 -4.746 -4.046
H -0.574 -5.059 -1.905
H -1.956 -4.336 -1.191
H -0.466 -2.582 -1.682
H -1.719 -2.431 -2.976
H 2.018 -3.441 -4.311
H 1.377 -4.711 -3.316
H 1.841 -3.218 -2.589
C 2.705 2.907 1.111
O 3.822 3.359 1.879
C 5.104 3.345 1.167
C 6.271 3.756 2.089
N 6.522 2.772 3.135
C 7.660 3.215 3.986
C 8.003 2.182 5.086
O 8.541 2.826 6.274
C 8.713 1.968 7.440
H 2.854 1.864 0.831
H 2.583 3.575 0.258
H 1.769 3.086 1.641
H 5.032 3.914 0.240
H 5.153 2.324 0.790
H 6.062 4.716 2.562
H 7.152 3.855 1.455
H 5.689 2.617 3.685
H 7.382 4.138 4.494
H 8.560 3.423 3.408
H 8.617 1.377 4.679
H 7.063 1.749 5.427
H 9.565 1.295 7.343
H 7.846 1.323 7.583
H 8.814 2.563 8.348
C -0.948 1.888 6.459
O -0.688 0.654 5.751
C -1.770 -0.271 5.860
C -1.691 -1.416 4.889
N -0.561 -2.302 4.979
C -0.542 -3.210 3.823
C -1.551 -4.354 4.032
O -1.571 -5.115 2.842
C -2.734 -5.932 2.803
H -1.094 1.694 7.522
H -1.861 2.220 5.964
H -0.064 2.520 6.372
H -2.706 0.275 5.748
H -1.788 -0.609 6.897
H -1.734 -0.948 3.906
H -2.653 -1.928 4.916
H 0.280 -1.750 5.067
H 0.437 -3.690 3.817
H -0.615 -2.706 2.859
H -2.522 -3.872 4.147
H -1.454 -4.900 4.971
H -2.590 -6.658 2.003
H -3.604 -5.343 2.513
H -2.883 -6.556 3.684
C -5.481 -4.459 -0.125
O -5.500 -4.920 1.236
C -6.767 -5.578 1.499
C -6.882 -5.904 3.014
N -7.896 -6.918 3.215
C -8.219 -7.135 4.590
C -9.428 -8.095 4.774
O -9.664 -8.114 6.177
C -10.701 -8.859 6.733
H -6.343 -3.844 -0.381
H -5.455 -5.279 -0.843
H -4.568 -3.927 -0.391
H -6.820 -6.466 0.868
H -7.597 -4.972 1.138
H -7.108 -4.993 3.568
H -5.902 -6.274 3.316
H -7.543 -7.746 2.756
H -8.370 -6.218 5.159
H -7.314 -7.596 4.986
H -9.194 -9.117 4.474
H -10.190 -7.705 4.098
H -10.510 -9.932 6.749
H -11.666 -8.626 6.282
H -10.689 -8.518 7.768
C 5.449 4.681 6.345
O 4.248 4.522 7.196
C 3.609 3.242 7.099
C 3.094 3.085 5.699
N 3.990 2.307 4.778
C 4.375 0.969 5.018
C 3.279 0.006 4.554
O 3.090 -0.018 3.147
C 1.897 -0.600 2.662
H 5.197 5.135 5.387
H 5.912 3.714 6.146
H 6.268 5.264 6.768
H 2.889 3.247 7.916
H 4.243 2.401 7.381
H 2.865 4.089 5.342
H 2.154 2.544 5.808
H 3.671 2.251 3.822
H 4.662 0.795 6.055
H 5.233 0.834 4.360
H 2.338 0.187 5.073
H 3.544 -1.025 4.787
H 2.032 -0.700 1.585
H 1.047 0.047 2.880
H 1.809 -1.609 3.066
C -3.064 -1.773 1.594
O -1.880 -1.163 1.227
C -1.979 -0.255 0.110
C -0.590 0.303 -0.197
N -0.718 1.239 -1.272
C 0.543 1.802 -1.724
C 1.506 0.697 -2.277
O 2.709 1.357 -2.693
C 3.897 0.714 -2.349
H -3.717 -2.068 0.773
H -3.625 -1.170 2.307
H -2.752 -2.741 1.987
H -2.796 0.466 0.151
H -2.311 -0.906 -0.699
H 0.025 -0.564 -0.439
H -0.233 0.806 0.702
H -1.235 2.084 -1.075
H 0.959 2.335 -0.869
H 0.378 2.519 -2.529
H 1.132 0.070 -3.087
H 1.690 -0.012 -1.469
H 4.066 -0.316 -2.663
H 4.001 0.808 -1.268
H 4.731 1.294 -2.743
*
```



[2]
# C20H37CrNO4Si

A structure of composition C20H37CrNO4Si in a non-equilibrium geometry (the ωB97M-V functional and the def2-TZVPD basis, OMol25).

Computed properties:
Orbital gap (spin up / spin down) (eV): 1.802 / 6.650
<S²>: 6.0342
Energy above the lowest of the compared OMol25 structures with the same formula, charge and spin (kcal per mole): 42.3

Structure (ORCA input):
```
! RIJCOSX wB97M-V def2-TZVPD def2/J DEFGRID3
* xyz -2 5
C 1.326 -1.449 -4.265
C -0.023 -1.550 -4.701
C -0.740 -2.440 -3.826
C 0.178 -2.877 -2.806
C 1.454 -2.211 -3.042
Cr 0.161 -0.376 -2.249
C -0.899 1.094 -2.784
C 0.500 1.751 -3.004
C 1.076 2.403 -4.066
N 1.402 0.891 -2.294
H -1.752 -2.820 -3.966
H -0.434 -1.125 -5.629
H -0.029 -3.596 -2.010
H 2.350 -2.331 -2.456
H 2.125 -0.916 -4.749
H -1.534 0.969 -3.765
H 2.381 1.392 -2.316
H -1.482 1.374 -1.850
H 0.424 2.989 -4.803
H 2.164 2.254 -4.182
C 2.867 -0.853 1.291
C 1.777 -1.772 1.823
C 1.552 -2.950 0.878
C 2.128 -2.247 3.225
O 0.495 -1.025 2.055
Si -0.214 0.026 0.971
O -0.316 -0.620 -0.483
O -1.686 0.493 1.573
C -2.793 -0.456 1.852
C -3.317 -1.082 0.557
C -2.292 -1.543 2.801
C -3.817 0.425 2.547
O 0.719 1.362 0.884
C 0.433 2.764 1.050
C -0.480 3.260 -0.058
C -0.184 2.991 2.421
C 1.767 3.496 0.989
H 3.810 -1.403 1.290
H 3.011 0.004 1.956
H 2.705 -0.555 0.251
H 2.478 -3.520 0.770
H 0.797 -3.633 1.280
H 1.284 -2.619 -0.128
H 3.080 -2.782 3.219
H 2.203 -1.384 3.894
H 1.350 -2.914 3.610
H -2.543 -1.636 0.016
H -4.124 -1.790 0.778
H -3.740 -0.324 -0.106
H -1.795 -1.098 3.673
H -3.154 -2.110 3.157
H -1.659 -2.283 2.299
H -3.343 0.890 3.419
H -4.159 1.217 1.871
H -4.664 -0.180 2.877
H -1.482 2.814 0.034
H -0.600 4.354 0.026
H -0.072 3.039 -1.059
H 0.476 2.587 3.203
H -0.318 4.068 2.609
H -1.161 2.499 2.504
H 2.422 3.160 1.805
H 2.278 3.317 0.033
H 1.636 4.584 1.105
*
```



[3]
# C18H32NaO18

A structure of composition C18H32NaO18 in a non-equilibrium geometry (the ωB97M-V functional and the def2-TZVPD basis, OMol25).

Computed properties:
Orbital gap (eV): 11.099
Energy above the lowest of the compared OMol25 structures with the same formula, charge and spin (kcal per mole): 0.0

Structure (ORCA input):
```
! RIJCOSX wB97M-V def2-TZVPD def2/J DEFGRID3
* xyz 1 1
Na -4.964 -7.492 2.383
C -7.470 -9.720 4.397
C -8.887 -10.118 3.932
O -8.891 -11.533 4.027
C -7.710 -11.981 4.500
O -7.376 -13.109 4.573
O -6.920 -10.935 4.883
H -7.507 -8.944 5.159
H -6.841 -9.323 3.596
H -9.156 -9.718 2.958
H -9.610 -9.711 4.644
C -1.938 -12.042 0.352
C -0.890 -10.948 0.229
O -1.694 -9.765 0.430
C -2.759 -10.118 1.189
O -3.429 -9.339 1.792
O -2.853 -11.447 1.306
H -1.561 -12.957 0.797
H -2.466 -12.218 -0.582
H -0.480 -10.963 -0.778
H -0.104 -10.966 0.980
C -6.761 -6.139 6.001
O -8.029 -6.320 5.335
C -8.014 -6.452 4.022
O -7.052 -6.705 3.329
O -9.244 -6.270 3.572
C -9.386 -6.229 2.146
H -5.957 -6.031 5.282
H -6.632 -6.940 6.718
H -6.855 -5.191 6.533
H -8.754 -5.436 1.750
H -10.424 -5.976 1.948
H -9.183 -7.194 1.686
C -3.001 -7.345 -1.521
O -4.281 -6.873 -1.929
C -5.327 -7.170 -1.188
O -5.307 -7.603 -0.054
O -6.423 -6.953 -1.896
C -7.669 -7.048 -1.185
H -2.666 -8.079 -2.249
H -3.008 -7.657 -0.482
H -2.275 -6.528 -1.574
H -7.975 -8.092 -1.137
H -8.355 -6.423 -1.743
H -7.562 -6.698 -0.161
C -0.547 -7.655 2.765
O -0.520 -6.477 3.573
C -1.670 -5.825 3.668
O -2.613 -5.958 2.924
O -1.594 -5.005 4.697
C -2.629 -4.062 4.843
H 0.439 -8.103 2.861
H -0.680 -7.424 1.708
H -1.343 -8.307 3.120
H -3.519 -4.561 5.245
H -2.919 -3.573 3.913
H -2.329 -3.299 5.553
C -2.067 -7.273 6.943
O -3.174 -7.183 6.020
C -3.725 -8.286 5.533
O -4.621 -8.226 4.721
O -3.148 -9.392 5.969
C -3.614 -10.627 5.408
H -1.976 -6.275 7.352
H -1.158 -7.540 6.406
H -2.272 -8.019 7.704
H -3.777 -10.506 4.335
H -4.597 -10.891 5.798
H -2.911 -11.423 5.611
*
```